Record 1
Entry from the OMol25 dataset: an isolated molecule of C5H6N2 (wB97M-V/def2-TZVPD).

Positions of all 13 atoms, in Å:
C 2.31401 -0.00704 -0.05378
C 0.82657 0.00683 -0.03728
C 0.13512 1.19472 0.06815
N -1.24235 1.21217 0.01541
C -1.80889 0.02121 -0.09396
C -1.04764 -1.15754 0.09144
N 0.29694 -1.25267 0.03916
H 2.76409 0.33724 0.94657
H 2.78500 0.73349 -0.74672
H 2.49762 -1.10178 -0.42556
H 0.52976 2.26184 0.21665
H -2.90588 -0.12953 -0.41098
H -1.56772 -2.16686 0.19068

SMILES string: Cc1cnccn1
ΔE to the lowest compared entry with this formula, charge and spin: 112.0 kJ/mol
Kohn-Sham gap: 0.364 Eh
LUMO energy: 0.354 eV
E_tot: -8261.19715 eV
HOMO: -0.3506 Ha

=====

Record 2
Entry from the OMol25 dataset: a structure of composition C5H6N2 (wB97M-V/def2-TZVPD).

Positions of all 13 atoms, in Å:
C 1.76864 0.32946 0.06095
C -0.02550 0.07554 -0.81034
C -1.28602 -0.31727 -0.81793
C -0.82935 0.24081 1.30512
C 0.28539 0.62188 0.44425
H 2.47885 -0.38529 0.72809
H 2.48821 1.13797 0.01583
H 1.67923 -0.80745 -1.75330
H -1.94122 -1.13305 -1.29683
H -2.72700 0.02220 0.78302
H -1.35852 0.26420 2.27866
N 1.29022 0.02327 -1.37556
N -1.82294 -0.07227 0.43803

ΔE to the lowest compared entry with this formula, charge and spin: 415.4 kJ/mol
Kohn-Sham gap: 0.330 Eh
LUMO energy: 1.008 eV
E_tot: -8258.05270 eV
HOMO: -0.2927 Ha

=====

Record 3
Entry from the OMol25 dataset: an isolated molecule of C5H6N2 (wB97M-V/def2-TZVPD).

Positions of all 13 atoms, in Å:
C -0.01163 -1.79027 -0.62415
N -0.41942 -1.29038 -1.85772
C -0.47426 0.01345 -1.77872
N -0.03078 0.42138 -0.49896
C 0.23035 -0.71717 0.25712
C 0.39236 0.15819 1.48260
C 0.09594 1.39915 0.56037
H -0.02432 -2.85810 -0.44435
H -0.67944 0.60495 -2.57196
H 1.31190 0.16278 2.14099
H -0.46431 -0.10252 2.18268
H -0.86903 1.88231 0.82240
H 0.94263 2.11622 0.32970

SMILES string: c1ncn2c1CC2
ΔE to the lowest compared entry with this formula, charge and spin: 190.8 kJ/mol
Kohn-Sham gap: 0.343 Eh
LUMO energy: 0.882 eV
E_tot: -8260.38106 eV
HOMO: -0.3103 Ha

=====

Repeat the first record exactly.
Entry from the OMol25 dataset: an isolated molecule of C5H6N2 (wB97M-V/def2-TZVPD).

Positions of all 13 atoms, in Å:
C 2.31401 -0.00704 -0.05378
C 0.82657 0.00683 -0.03728
C 0.13512 1.19472 0.06815
N -1.24235 1.21217 0.01541
C -1.80889 0.02121 -0.09396
C -1.04764 -1.15754 0.09144
N 0.29694 -1.25267 0.03916
H 2.76409 0.33724 0.94657
H 2.78500 0.73349 -0.74672
H 2.49762 -1.10178 -0.42556
H 0.52976 2.26184 0.21665
H -2.90588 -0.12953 -0.41098
H -1.56772 -2.16686 0.19068

SMILES string: Cc1cnccn1
ΔE to the lowest compared entry with this formula, charge and spin: 112.0 kJ/mol
Kohn-Sham gap: 0.364 Eh
LUMO energy: 0.354 eV
E_tot: -8261.19715 eV
HOMO: -0.3506 Ha

=====

Question: What is the ΔE to the lowest compared entry with this formula, charge and spin in the second record?
Answer: 415.4 kJ/mol

=====

What did the second record say?
Entry from the OMol25 dataset: a structure of composition C5H6N2 (wB97M-V/def2-TZVPD).

Positions of all 13 atoms, in Å:
C 1.76864 0.32946 0.06095
C -0.02550 0.07554 -0.81034
C -1.28602 -0.31727 -0.81793
C -0.82935 0.24081 1.30512
C 0.28539 0.62188 0.44425
H 2.47885 -0.38529 0.72809
H 2.48821 1.13797 0.01583
H 1.67923 -0.80745 -1.75330
H -1.94122 -1.13305 -1.29683
H -2.72700 0.02220 0.78302
H -1.35852 0.26420 2.27866
N 1.29022 0.02327 -1.37556
N -1.82294 -0.07227 0.43803

ΔE to the lowest compared entry with this formula, charge and spin: 415.4 kJ/mol
Kohn-Sham gap: 0.330 Eh
LUMO energy: 1.008 eV
E_tot: -8258.05270 eV
HOMO: -0.2927 Ha